No. 1
13
Properties=species:S:1:pos:R:3:forces:R:3 method="wB97M-V/def2-TZVPD" homo_lumo_gap_ev=8.290 homo_ha=-0.3127 e_lumo_ev=-0.219 energy_ev=-11645.9588
C 0.20021 1.65069 -0.38222 3.9707 7.1349 1.5550
C -1.35522 0.38015 0.05818 -0.2021 -1.5879 0.5884
H 2.12786 -0.35040 1.25411 0.4340 0.1948 -4.0842
H 2.14245 -0.94660 -0.52181 -0.1709 1.2164 1.5447
H 0.79258 2.74409 -0.33866 -1.2651 -3.2634 -0.7608
H -2.49191 -1.26113 0.47878 0.8787 1.2877 -0.5612
H -0.75093 -2.38278 -0.16981 3.0869 4.9487 -1.4204
N 2.17595 -0.10247 0.12409 -0.8830 0.8835 2.3424
N 0.88570 0.55321 -0.01615 0.6388 -2.5250 -1.5666
N -1.07636 1.73971 -0.18360 -0.1173 -2.1984 -0.8425
N -2.41784 -0.28524 0.12634 -2.0600 0.6025 0.3182
N -0.11585 -0.31832 0.19208 -2.7562 -1.4440 2.9805
O -0.11661 -1.42091 -0.62132 -1.5544 -5.2499 -0.0935

=====

No. 2
13
Properties=species:S:1:pos:R:3:forces:R:3 method="wB97M-V/def2-TZVPD" homo_lumo_gap_ev=9.752 homo_ha=-0.3672 smiles="[H]/N=c1/onnn1NC" e_lumo_ev=-0.239 energy_ev=-11646.5625
H -1.49701 -1.03287 1.13177 2.1502 0.1732 2.1987
N -0.62347 -1.04303 1.84123 0.6763 1.5595 -5.0544
C 0.38836 -0.77857 1.00771 -5.0012 -3.6739 -1.3531
O 1.59485 -1.07392 1.32655 2.4131 -0.7236 4.8763
N 2.54169 -0.73653 0.47567 -1.0443 1.9783 -5.7535
N 1.99324 -0.43778 -0.67288 -0.6098 -2.3012 3.6221
N 0.51723 -0.89245 -0.50308 -0.1221 4.9069 0.9577
N -0.39231 0.06358 -1.21539 1.7764 -1.8414 1.2743
C -0.76281 1.32440 -0.58324 -0.9714 1.9959 0.6503
H -1.14303 -0.50419 -1.55175 -0.3942 -0.1344 0.0671
H 0.01185 2.09053 -0.96337 -1.8367 -0.6795 0.1134
H -1.94759 1.47024 -0.88161 3.3315 0.2652 0.6079
H -0.68100 1.55058 0.58839 -0.3677 -1.5251 -2.2067